1.
17
Properties=species:S:1:pos:R:3:mulliken_charge:R:1 method="wB97M-V/def2-TZVPD" charge=0 smiles="NC[C@H](O)COC=S" mol_weight_g_mol=135.2 e_lumo_ev=0.485 orbital_gap_ev=9.59
C 2.355 0.488 -0.098 -0.860
O 0.452 1.622 0.162 -0.515
O -0.819 -1.463 0.089 -0.310
C 0.866 0.320 -0.306 0.520
H -0.010 -0.281 1.638 0.414
H 2.479 0.958 0.871 0.424
N 3.274 -0.638 -0.182 -0.614
H 3.725 -0.762 -1.141 0.275
H 4.155 -0.248 0.459 0.289
H 0.447 -0.041 -1.330 0.181
C -1.951 -0.919 -0.249 0.152
H 2.656 1.385 -0.792 0.311
H 0.986 -1.536 0.877 0.344
C 0.310 -0.747 0.668 -0.853
H -2.646 -1.591 -0.965 0.246
S -2.549 0.563 -0.068 -0.289
H -0.474 1.454 0.654 0.284

2.
17
Properties=species:S:1:pos:R:3:mulliken_charge:R:1 method="wB97M-V/def2-TZVPD" charge=0 smiles="CC[C@@](C)(S)[N+](=O)[O-]" mol_weight_g_mol=135.2 e_lumo_ev=0.071 orbital_gap_ev=9.61
H -1.068 1.494 1.742 0.342
H -1.713 -1.657 -1.756 0.459
H 2.276 -0.349 1.330 0.167
H -1.434 0.466 -1.004 0.288
C -0.922 -0.336 -0.451 -0.735
H -1.547 -0.689 0.350 0.346
N 1.106 1.134 -0.549 1.059
C 0.200 0.206 0.240 0.461
C -0.764 -1.315 -1.535 -1.375
H -0.265 -1.111 -2.479 0.320
H 0.745 1.576 1.945 0.427
O 1.724 1.969 0.037 -0.590
S 1.332 -1.214 0.882 -0.191
C -0.137 0.919 1.746 -1.189
H -0.402 -2.283 -1.315 0.441
O 1.124 1.016 -1.748 -0.591
H -0.255 0.174 2.567 0.360

3.
17
Properties=species:S:1:pos:R:3:mulliken_charge:R:1 method="wB97M-V/def2-TZVPD" charge=0 smiles="C[C@@H](CS)NC(=O)O" mol_weight_g_mol=135.2 e_lumo_ev=0.631 orbital_gap_ev=9.79
H 1.708 0.942 0.028 0.350
H -2.148 -0.533 0.772 0.326
H -0.946 -0.575 2.136 0.462
H -0.846 -1.845 0.838 0.263
H -0.248 1.499 0.949 0.307
O -1.202 -0.153 -2.832 -0.522
H 1.718 1.481 2.772 0.116
H -1.394 1.080 -0.944 0.272
C -0.088 0.402 0.564 0.267
N -0.452 0.628 -0.860 -0.273
H -1.138 -0.746 -3.624 0.346
C -1.030 -0.702 1.092 -1.341
H 1.927 -0.751 0.186 0.313
C 1.372 0.087 0.673 -0.677
C -0.186 -0.222 -1.891 0.600
S 2.144 0.303 2.320 -0.215
O 0.809 -0.895 -2.180 -0.594

4.
17
Properties=species:S:1:pos:R:3:mulliken_charge:R:1 method="wB97M-V/def2-TZVPD" charge=0 smiles="C[C@@H](O)[C@H](N)C(O)=S" mol_weight_g_mol=135.2 e_lumo_ev="-0.082 / -0.082" orbital_gap_ev="8.83 / 8.83"
H 0.637 -1.342 0.808 0.424
H -0.700 -1.688 1.975 0.304
H 1.182 2.313 -1.610 0.428
O -0.039 1.056 1.565 -0.546
H 1.336 -0.556 -1.470 0.261
C -0.212 0.592 -0.873 0.627
H -0.141 1.856 1.136 0.415
H 1.890 0.480 -0.495 0.201
N 1.197 0.367 -1.207 -0.797
C -0.372 -1.294 0.944 -1.315
H -1.756 0.475 0.522 0.437
H -0.859 0.069 -1.686 0.403
C -0.547 2.141 -0.917 -0.312
H -0.865 -1.950 0.175 0.320
C -0.722 0.242 0.561 -0.158
O 0.317 2.790 -1.671 -0.478
S -1.999 2.813 -0.498 -0.214

Energy ordering: 3 at the bottom, the next structure 0.0297 hartree above.

1.
17
Properties=species:S:1:pos:R:3:mulliken_charge:R:1 method="wB97M-V/def2-TZVPD" charge=0 mol_weight_g_mol=135.2 e_lumo_ev=-1.224 orbital_gap_ev=7.48
H 2.057 1.872 -0.453 0.246
H 0.420 -1.080 1.310 0.410
H 0.108 -0.510 -1.700 0.235
H -1.548 1.380 -0.764 0.406
S 2.572 -0.823 0.002 -0.227
N 1.004 1.789 -0.605 -0.633
C 0.212 0.976 0.420 -0.264
O -1.061 -1.952 -0.775 -0.577
C -0.407 -0.808 -0.719 -0.214
H 2.653 -2.095 1.679 0.110
H -1.848 -1.797 -0.142 0.390
C 0.690 -0.654 0.364 -0.158
H 0.304 1.518 1.339 0.369
C -1.140 0.520 -0.241 -0.051
H -2.638 0.270 1.333 0.302
H 0.750 1.600 -1.653 0.266
O -2.128 -0.205 0.607 -0.609

2.
17
Properties=species:S:1:pos:R:3:mulliken_charge:R:1 method="wB97M-V/def2-TZVPD" charge=0 smiles="C/N=C(/C)S(C)(=O)=O" mol_weight_g_mol=135.2 e_lumo_ev=0.673 orbital_gap_ev=10.18
H -0.374 -0.315 2.647 0.367
S -0.868 -0.932 0.327 1.099
H -0.918 -0.070 -2.447 0.292
H 0.231 1.307 -2.264 0.393
H 0.860 -1.165 1.590 0.348
H 0.943 -0.316 -2.124 0.279
H -0.773 3.258 1.122 0.324
O -2.312 -0.856 0.352 -0.629
N -0.265 1.803 -0.112 -0.487
H 0.270 2.108 1.861 0.262
H -0.517 -1.995 2.365 0.368
O -0.246 -2.043 -0.334 -0.640
C -0.308 0.640 -0.549 0.688
C -0.646 2.192 1.176 -0.926
C -0.159 -1.066 1.944 -1.016
H -1.618 1.795 1.456 0.377
C 0.039 0.318 -1.933 -1.098

Energy ordering: 2 at the bottom, the next structure 0.1235 hartree above.